[1]
The following is a DFT calculation (ωB97M-V/def2-TZVPD) of C57H50FN5O4ScSi as an isolated structure in a non-equilibrium geometry.

Its HOMO energy (alpha / beta) is -3.88 / -3.88 eV. As for the frontier orbital gap (alpha / beta): 4.220 / 4.220 eV. The charge is -1. The calculated total energy is -106850.9199 eV.

Atoms and positions in Å:
Sc (12.71816, 13.71937, 11.95350)
C (16.79512, 21.72809, 7.82580)
O (16.79841, 20.38224, 7.14054)
C (16.23732, 19.33588, 7.85178)
C (17.12837, 18.52272, 8.58146)
C (16.57766, 17.49384, 9.43196)
C (15.11510, 17.24165, 9.59445)
C (14.27604, 18.08322, 8.79776)
C (14.84558, 19.09909, 7.88250)
C (14.49290, 16.17402, 10.38124)
C (14.74135, 14.85311, 10.01869)
C (15.59665, 14.55747, 8.83910)
C (15.77637, 13.21836, 8.79493)
C (14.92754, 12.67405, 9.91146)
N (14.40483, 13.60263, 10.68528)
C (14.93763, 11.35242, 10.31628)
C (13.90973, 10.86137, 11.25949)
C (13.60883, 9.44273, 11.54810)
C (12.78275, 9.39628, 12.64154)
C (12.63420, 10.78060, 13.06050)
C (12.17724, 11.18048, 14.33022)
C (12.29590, 10.00000, 15.36396)
C (11.18885, 9.43231, 16.08634)
C (11.52017, 8.39224, 16.96481)
C (12.89325, 7.85004, 17.11892)
O (13.05223, 6.81862, 17.98088)
C (14.38766, 6.49584, 18.22444)
C (13.89869, 8.58478, 16.49366)
C (13.57489, 9.64694, 15.65888)
C (11.88625, 12.43583, 14.82611)
N (12.05096, 13.60912, 14.12969)
C (11.78599, 14.65078, 14.91294)
C (12.00056, 16.04860, 14.73352)
C (11.43141, 17.20446, 15.45955)
C (10.83352, 18.19556, 14.71112)
C (10.37249, 19.35824, 15.33365)
C (10.70724, 19.66817, 16.62689)
O (10.31500, 20.83470, 17.36372)
C (10.95839, 22.01594, 16.85285)
C (11.25184, 18.59759, 17.34600)
C (11.64999, 17.40776, 16.84202)
C (12.84245, 16.42024, 13.61488)
C (13.41969, 17.79645, 13.49262)
C (14.09829, 17.91092, 12.39062)
C (14.03804, 16.55202, 11.82359)
N (13.20620, 15.72104, 12.55402)
C (11.10804, 14.15277, 16.15515)
C (11.43393, 12.80540, 16.05050)
N (13.30381, 11.63765, 12.11884)
C (15.82085, 10.33080, 9.72547)
C (15.50347, 9.19977, 8.89624)
C (16.49046, 8.56105, 8.10749)
C (17.87069, 8.91598, 8.20857)
O (18.73726, 8.35896, 7.33847)
C (19.42212, 8.97691, 6.22936)
C (18.19147, 9.89528, 9.13756)
C (17.17891, 10.62748, 9.80485)
H (17.44570, 22.34193, 7.18406)
H (17.24820, 21.68506, 8.87620)
H (15.76732, 21.99497, 7.95426)
H (18.21312, 18.72466, 8.53985)
H (17.37137, 16.94538, 10.01774)
H (13.19893, 18.12382, 8.85646)
H (14.17499, 19.88708, 7.51216)
H (16.03581, 15.36876, 8.22762)
H (16.72813, 12.70001, 8.46004)
H (14.03161, 8.66334, 10.92020)
H (12.63664, 8.59061, 13.33401)
H (10.20430, 9.76471, 15.86925)
H (10.74254, 7.97747, 17.54187)
H (14.40608, 5.60709, 18.69418)
H (14.89055, 7.34240, 18.66909)
H (14.83404, 6.42309, 17.19043)
H (14.93644, 8.35645, 16.74833)
H (14.47486, 10.17655, 15.22540)
H (10.54736, 18.00410, 13.73323)
H (9.72824, 20.03620, 14.92306)
H (11.97299, 22.28850, 17.29119)
H (10.21868, 22.76613, 17.00375)
H (11.14372, 21.97776, 15.79142)
H (11.55468, 18.66753, 18.34374)
H (12.19761, 16.63655, 17.42011)
H (13.26627, 18.20376, 14.41152)
H (14.45740, 18.77939, 11.77669)
H (10.57856, 14.68086, 16.96291)
H (11.04025, 12.19644, 16.86004)
H (14.54040, 8.78569, 8.69948)
H (16.19261, 7.82750, 7.35045)
H (19.14514, 8.28572, 5.42706)
H (20.45857, 8.93358, 6.37103)
H (19.01288, 10.01109, 6.03277)
H (19.20176, 10.08587, 9.28606)
H (17.47262, 11.32647, 10.53997)
C (10.85312, 17.09524, 7.64364)
Si (10.12501, 18.35377, 8.91122)
C (8.91573, 17.20165, 10.04327)
C (8.95812, 19.34254, 7.78639)
N (11.03196, 19.26435, 9.93396)
C (11.52501, 20.48775, 9.58825)
C (11.93390, 21.44504, 10.47568)
C (12.67434, 22.57689, 10.22431)
C (12.92260, 23.00666, 8.89773)
C (12.51147, 22.13278, 7.96834)
C (12.01890, 20.87284, 8.26891)
F (11.86982, 19.95146, 7.27760)
H (11.61979, 16.55989, 8.21774)
H (11.46832, 17.76867, 6.94095)
H (10.51267, 16.32548, 6.95722)
H (7.95884, 17.12713, 9.43568)
H (8.71017, 17.65650, 11.00902)
H (9.29340, 16.23163, 9.98443)
H (9.00171, 18.71713, 6.77778)
H (9.22512, 20.33827, 7.51973)
H (7.98276, 19.32912, 8.18120)
H (11.85470, 21.12625, 11.51896)
H (12.89994, 23.23340, 11.04853)
H (13.29881, 24.03246, 8.73610)
H (12.92874, 22.23047, 6.94331)
H (10.96971, 13.79829, 11.15212)

Atom charges from the Löwdin analysis, given in e for atoms 1 to 99: 0.93, -0.01, -0.15, -0.32, -0.02, -0.02, -0.21, 0.04, 0.05, -0.06, -0.17, 0.01, 0.03, -0.27, 0.00, -0.07, -0.22, 0.02, 0.00, -0.20, -0.03, -0.19, 0.00, 0.03, -0.25, -0.08, -0.08, -0.04, -0.06, -0.28, 0.03, -0.23, -0.01, -0.20, 0.00, 0.02, -0.24, -0.11, -0.09, -0.03, -0.02, -0.22, -0.01, 0.01, -0.11, 0.01, 0.05, -0.06, 0.00, -0.18, -0.01, 0.01, -0.31, -0.13, -0.04, 0.01, -0.04, 0.08, 0.10, 0.05, 0.11, 0.12, 0.07, 0.09, 0.12, 0.13, 0.09, 0.11, 0.11, 0.09, 0.06, 0.10, 0.11, 0.10, 0.16, 0.12, 0.10, 0.11, 0.07, 0.07, 0.10, 0.13, 0.08, 0.14, 0.11, 0.11, 0.10, 0.11, 0.09, 0.06, 0.12, 0.09, 0.11, -0.21, 0.37, -0.18, -0.19, -0.06, -0.37

=====

[2]
The following is a DFT calculation (ωB97M-V/def2-TZVPD) of C57H51HfN3O9PTe as an isolated structure in a non-equilibrium geometry.

The value obtained for the relative energy (zero: lowest compared OMol25 entry of this formula, charge and spin) is 0.0 kcal per mole. Its HOMO energy is -10.15 eV. As for the frontier orbital gap: 7.190 eV. The charge is +1. The calculated total energy is -100718.5002 eV.

Atoms and positions in Å:
Hf (-0.10373, -0.30599, 0.57869)
O (-1.45807, -1.70631, 0.96512)
C (-0.94352, -2.14836, -0.11629)
C (-0.84998, -3.56218, -0.41902)
C (-1.73099, -4.59067, -0.10517)
C (-1.41947, -5.87393, -0.51513)
C (-0.22933, -6.12198, -1.18174)
C (0.67191, -5.10210, -1.45712)
C (0.35056, -3.80144, -1.11332)
P (1.36172, -2.26260, -1.39319)
C (2.89301, -3.17833, -1.88218)
C (3.14404, -3.71061, -3.14447)
C (4.23924, -4.53379, -3.34379)
C (5.10249, -4.82378, -2.29879)
C (4.85978, -4.29249, -1.04285)
C (3.75872, -3.48284, -0.83544)
C (0.72527, -1.77147, -3.04661)
C (-0.59325, -1.96351, -3.44628)
C (-1.00059, -1.54594, -4.70577)
C (-0.10491, -0.92943, -5.56402)
C (1.20125, -0.70387, -5.15617)
C (1.60952, -1.10660, -3.89861)
H (-2.64685, -4.37251, 0.42367)
H (-2.10438, -6.68132, -0.31195)
H (0.00675, -7.12779, -1.49183)
H (1.60377, -5.33588, -1.94648)
H (2.47786, -3.49716, -3.96867)
H (4.40920, -4.96821, -4.31850)
H (5.94592, -5.47951, -2.45620)
H (5.51906, -4.52261, -0.22019)
H (3.54725, -3.10071, 0.15371)
H (-1.30096, -2.43963, -2.78036)
H (-2.02072, -1.70222, -5.02777)
H (-0.41512, -0.62403, -6.55231)
H (1.89731, -0.20997, -5.81765)
H (2.62375, -0.91923, -3.56894)
O (-0.06178, 0.23532, 2.85181)
C (-0.10663, -1.05438, 3.51479)
C (0.74071, -2.02606, 2.62911)
O (0.99558, -3.14434, 2.99783)
O (1.14872, -1.48924, 1.52439)
C (0.51356, -0.91859, 4.89024)
C (-0.20494, -1.16483, 6.05206)
C (0.38107, -0.94808, 7.28724)
C (1.68174, -0.48394, 7.37359)
C (2.40578, -0.24311, 6.21691)
C (1.82504, -0.45847, 4.98048)
C (-1.53439, -1.56040, 3.54621)
C (-2.59660, -0.69344, 3.30688)
C (-3.89161, -1.18264, 3.28166)
C (-4.13750, -2.52284, 3.52547)
C (-3.08400, -3.38304, 3.78749)
C (-1.78615, -2.90629, 3.79689)
H (0.63308, 0.74660, 3.30334)
H (-1.22550, -1.50900, 5.99041)
H (-0.18460, -1.13713, 8.18608)
H (2.13604, -0.31260, 8.33701)
H (3.42358, 0.11012, 6.28190)
H (2.39638, -0.28155, 4.07561)
H (-2.41916, 0.36101, 3.13593)
H (-4.71242, -0.51022, 3.07766)
H (-5.14989, -2.89532, 3.51499)
H (-3.26906, -4.42952, 3.98183)
H (-0.95910, -3.57570, 3.97491)
Te (0.19965, 1.53477, -1.79947)
C (1.05008, 2.86356, -3.29525)
C (1.75481, 4.00285, -2.93682)
C (2.16316, 4.91346, -3.89878)
C (1.86182, 4.69368, -5.23233)
C (1.15410, 3.56050, -5.59730)
C (0.75128, 2.65542, -4.63250)
C (-1.69677, 2.36801, -2.40176)
C (-2.60562, 1.64302, -3.15859)
C (-3.82234, 2.20816, -3.50165)
C (-4.12671, 3.49906, -3.10513)
C (-3.22633, 4.22441, -2.34534)
C (-2.01599, 3.65442, -1.98910)
H (1.96958, 4.18394, -1.89150)
H (2.68865, 5.81078, -3.60498)
H (2.15091, 5.41258, -5.98401)
H (0.88944, 3.39357, -6.63169)
H (0.16957, 1.78727, -4.90159)
H (-2.36705, 0.63657, -3.47337)
H (-4.53826, 1.65193, -4.08901)
H (-5.06105, 3.94709, -3.40292)
H (-3.46073, 5.23195, -2.03508)
H (-1.30001, 4.21375, -1.39814)
O (-1.90170, 0.17970, -0.66876)
C (-2.09437, 1.08875, 0.17169)
O (-1.11227, 1.43559, 0.90168)
C (-3.38410, 1.78640, 0.31167)
C (-3.44073, 2.99091, 1.01352)
C (-4.63838, 3.66394, 1.12406)
C (-5.77362, 3.12025, 0.53505)
C (-5.73381, 1.91127, -0.14878)
C (-4.53050, 1.24443, -0.26478)
N (-7.02566, 3.85526, 0.62985)
O (-8.01039, 3.33078, 0.16734)
O (-6.98829, 4.94281, 1.15739)
H (-2.53516, 3.38399, 1.44890)
H (-4.71751, 4.60043, 1.65568)
H (-6.64555, 1.52243, -0.57805)
H (-4.45642, 0.30512, -0.78989)
C (3.27745, 3.25143, 2.84468)
N (2.46272, 2.69181, 1.78405)
C (1.25464, 3.45289, 1.52670)
C (2.67089, 1.49939, 1.17711)
O (1.69474, 0.89519, 0.61993)
N (3.90067, 0.95269, 1.14468)
C (5.15120, 1.68900, 1.18995)
C (4.04720, -0.42849, 0.72282)
H (2.61475, 3.58618, 3.64726)
H (3.84914, 4.11950, 2.50641)
H (3.95077, 2.50448, 3.24976)
H (1.52535, 4.46262, 1.21347)
H (0.63789, 3.51572, 2.42555)
H (0.66526, 2.98630, 0.73863)
H (4.99862, 2.73179, 0.92534)
H (5.83268, 1.24948, 0.45978)
H (5.62361, 1.62093, 2.17303)
H (3.13782, -0.97928, 0.95245)
H (4.87775, -0.87258, 1.27009)
H (4.24867, -0.50516, -0.34906)

Atom charges from the Löwdin analysis, given in e for atoms 1 to 99: 1.44, -0.11, -0.25, -0.22, 0.01, -0.05, -0.04, -0.03, -0.25, 1.12, -0.37, -0.10, -0.07, -0.07, -0.07, -0.11, -0.41, -0.08, -0.08, -0.08, -0.09, -0.15, 0.12, 0.11, 0.11, 0.10, 0.11, 0.11, 0.11, 0.11, 0.09, 0.10, 0.11, 0.11, 0.11, 0.11, -0.05, -0.29, -0.54, 0.14, -0.21, -0.13, 0.01, -0.05, -0.07, -0.06, -0.03, -0.19, -0.03, -0.06, -0.07, -0.06, -0.03, 0.12, 0.12, 0.11, 0.11, 0.11, 0.12, 0.12, 0.11, 0.10, 0.11, 0.12, 1.61, -0.44, -0.14, -0.08, -0.08, -0.07, -0.14, -0.44, -0.12, -0.07, -0.08, -0.07, -0.13, 0.09, 0.11, 0.11, 0.11, 0.08, 0.09, 0.11, 0.11, 0.11, 0.11, -0.16, -0.63, -0.17, -0.12, 0.01, 0.03, -0.13, 0.03, 0.02, -0.36, 0.10, 0.10

=====

- What is the calculated total energy in the second record?
  -100718.5002 eV